[1]
Below is a 2-piece molecular cluster, C5H16N2O overall in a non-equilibrium geometry, with properties calculated with ωB97M-V/def2-TZVPD.

Properties
SMILES string = CNCC[C@H](C)N.O

Each line ends with the natural charge from an NBO analysis.
Element x y z (Å)
1 C -2.548 0.826 0.600  -0.44
2 N -2.026 -0.586 0.378  -0.64
3 C -0.960 -1.068 1.327  -0.23
4 C 0.432 -0.976 0.758  -0.43
5 C 1.467 0.106 1.219  -0.04
6 C 1.453 1.371 0.250  -0.61
7 N 2.736 -0.501 0.943  -0.87
8 H -3.137 1.175 -0.334  0.20
9 H -3.225 1.137 1.404  0.20
10 H -1.801 1.563 0.856  0.17
11 H -1.616 -0.624 -0.579  0.35
12 H -1.352 -2.137 1.412  0.21
13 H -1.025 -0.488 2.263  0.20
14 H 0.355 -0.956 -0.316  0.20
15 H 0.919 -1.939 0.866  0.22
16 H 1.435 0.382 2.251  0.19
17 H 2.375 1.979 0.344  0.20
18 H 0.611 1.940 0.331  0.19
19 H 1.543 0.987 -0.767  0.20
20 H 2.761 -1.158 0.121  0.37
21 H 3.610 0.106 0.998  0.37
22 O -0.660 -0.012 -4.725  -0.95
23 H 0.106 -0.561 -4.912  0.47
24 H -1.454 -0.566 -4.686  0.47

=====

[2]
Below is a 2-piece molecular cluster, C5H16N2O overall in a non-equilibrium geometry, with properties calculated with ωB97M-V/def2-TZVPD.

Properties
<S²> = 0.753
2S+1 = 2
net charge = +1

Each line ends with the natural charge from an NBO analysis.
Element x y z (Å)
1 C 2.368 -1.527 1.770  -0.69
2 C 1.037 -1.650 1.020  -0.05
3 C 0.947 -0.900 -0.312  -0.45
4 C -0.331 -0.187 -0.535  -0.48
5 C -0.257 1.088 -1.020  -0.31
6 N -1.406 1.868 -1.499  -0.69
7 N 0.562 -3.138 0.944  -0.69
8 H 2.896 -0.585 1.808  0.27
9 H 2.106 -1.876 2.813  0.21
10 H 3.282 -2.175 1.714  0.25
11 H 0.232 -1.091 1.601  0.24
12 H 1.265 -1.538 -1.187  0.19
13 H 1.648 -0.063 -0.088  0.24
14 H -1.345 -0.693 -0.426  0.18
15 H 0.677 1.600 -1.276  0.19
16 H -2.199 1.172 -1.455  0.42
17 H -1.361 2.084 -2.515  0.40
18 H -1.775 2.714 -1.016  0.44
19 H -0.399 -3.149 1.310  0.44
20 H 1.170 -3.630 1.611  0.44
21 H 0.622 -3.577 0.029  0.44
22 H -2.896 5.580 -0.600  0.49
23 H -3.684 4.948 -1.735  0.48
24 O -3.160 4.725 -0.957  -0.96

=====

[3]
Below is a 3-piece molecular cluster, C5H16N2O2 overall in a non-equilibrium geometry, with properties calculated with ωB97M-V/def2-TZVPD.

Properties
SMILES string = CCCC/N=C\N.O.O

Each line ends with the natural charge from an NBO analysis.
Element x y z (Å)
1 C -1.663 0.437 -0.741  -0.63
2 C -1.408 1.346 0.467  -0.41
3 C -0.096 1.111 1.220  -0.41
4 C -0.243 -0.217 2.032  -0.25
5 N 0.018 -1.476 1.332  -0.50
6 C 1.159 -1.857 0.879  0.27
7 N 2.296 -1.070 0.823  -0.87
8 H -1.140 -0.558 -0.604  0.21
9 H -2.705 0.042 -0.856  0.23
10 H -1.307 0.854 -1.671  0.19
11 H -1.375 2.417 0.126  0.19
12 H -2.288 1.261 1.109  0.21
13 H 0.055 1.897 1.962  0.21
14 H 0.762 1.131 0.553  0.19
15 H -1.287 -0.260 2.378  0.20
16 H 0.462 -0.213 2.891  0.19
17 H 1.240 -2.917 0.661  0.17
18 H 2.204 -0.100 0.574  0.41
19 H 3.175 -1.518 0.977  0.39
20 O 1.443 0.845 -2.016  -0.97
21 H 0.569 1.218 -1.839  0.48
22 H 1.957 1.413 -2.597  0.48
23 O -0.832 -1.249 -2.879  -0.94
24 H -0.008 -0.807 -2.707  0.48
25 H -0.992 -1.732 -2.071  0.47

=====

[4]
Below is an isolated ion of composition C5H16N2OP and charge +1 in a non-equilibrium geometry, with properties calculated with ωB97M-V/def2-TZVPD.

Properties
<S²> = 2.005
2S+1 = 3
net charge = +1

Each line ends with the natural charge from an NBO analysis.
Element x y z (Å)
1 C 2.377 -0.551 0.560  -0.63
2 C -1.843 0.419 1.571  -0.63
3 C 0.325 1.802 0.048  -0.42
4 C 0.837 -0.553 0.809  -0.26
5 C -1.264 -0.003 0.229  -0.26
6 N -0.008 -1.839 -1.687  -1.13
7 N 0.136 0.396 -0.037  -0.44
8 O -0.973 0.191 -2.478  -1.01
9 P 0.450 -0.220 -1.881  1.39
10 H 2.631 -1.040 -0.308  0.22
11 H 2.794 0.488 0.744  0.22
12 H 2.841 -1.111 1.253  0.24
13 H -1.309 0.037 2.596  0.21
14 H -1.911 1.437 1.741  0.22
15 H -2.672 -0.192 1.653  0.25
16 H 1.366 1.972 0.050  0.24
17 H -0.088 2.225 -0.911  0.21
18 H -0.162 2.289 0.892  0.24
19 H 0.570 -0.265 1.904  0.24
20 H 0.464 -1.622 0.567  0.26
21 H -1.958 0.544 -0.491  0.24
22 H -1.541 -0.995 -0.009  0.25
23 H -0.804 -2.045 -2.222  0.40
24 H 0.713 -2.550 -1.891  0.43
25 H -0.971 1.186 -2.701  0.52

=====

Relative energy (zero: lowest compared OMol25 entry of this formula, charge and spin) values (in eV) by entry order: 2.292; 2.524; 1.676; 1.651.